No. 1
This record from the OMol25 dataset describes a 13-piece molecular cluster, C48H100N4O26S5 overall in a non-equilibrium geometry. The level of theory is the ωB97M-V functional and the def2-TZVPD basis.

Each line ends with the Mulliken charge.
CARTESIAN COORDINATES (ANGSTROEM)
C (2.17, -6.55, -0.12)  -0.8460
C (2.55, -7.50, 0.95)  0.5641
O (2.71, -7.07, 2.09)  -0.6119
N (2.65, -8.82, 0.66)  -0.2185
C (3.00, -9.89, 1.61)  -0.9006
H (2.78, -6.94, -0.94)  0.5035
H (2.55, -5.53, -0.01)  0.1255
H (1.13, -6.71, -0.38)  0.2152
H (2.40, -9.15, -0.26)  0.2326
H (2.13, -10.20, 2.19)  0.3028
H (3.80, -9.59, 2.28)  0.2837
H (3.24, -10.88, 1.22)  0.3542
C (-1.30, 6.50, 2.11)  -1.1604
C (-1.94, 5.63, 3.15)  0.6774
O (-1.67, 4.49, 3.26)  -0.4044
N (-2.81, 6.21, 3.96)  -0.1644
C (-3.06, 7.64, 4.09)  -0.8679
H (-2.02, 7.07, 1.52)  0.3337
H (-0.62, 6.02, 1.42)  0.0518
H (-0.64, 7.17, 2.67)  0.4171
H (-3.24, 5.67, 4.70)  0.2995
H (-3.48, 7.97, 3.14)  0.2494
H (-2.10, 8.14, 4.25)  0.2790
H (-3.66, 7.75, 4.99)  0.3255
C (5.42, 4.77, -2.04)  -1.1787
C (4.46, 3.93, -1.19)  0.6819
O (3.40, 4.43, -0.76)  -0.6175
N (4.90, 2.66, -0.95)  -0.0115
C (4.25, 1.62, -0.24)  -0.8388
H (6.16, 5.25, -1.40)  0.3359
H (4.84, 5.61, -2.41)  0.2363
H (5.81, 4.14, -2.84)  0.4064
H (5.75, 2.44, -1.46)  0.2331
H (3.26, 1.91, 0.12)  -0.0607
H (4.67, 1.47, 0.75)  0.4182
H (4.27, 0.66, -0.77)  0.3666
C (-2.49, -4.85, 0.15)  -0.2218
C (-1.86, -5.67, 1.30)  0.6213
O (-2.01, -6.90, 1.36)  -0.4609
N (-1.03, -5.03, 2.21)  0.7768
C (-0.28, -5.60, 3.26)  -0.7269
H (-3.51, -5.18, -0.01)  0.4423
H (-1.91, -5.11, -0.74)  0.1095
H (-2.48, -3.77, 0.33)  -0.2145
H (-0.91, -4.03, 2.07)  -0.3751
H (-0.80, -5.45, 4.20)  0.2946
H (0.73, -5.21, 3.10)  0.1322
H (-0.24, -6.69, 3.14)  0.4553
C (1.92, 1.60, -3.25)  -0.5957
C (1.15, 0.29, -3.23)  0.7190
O (1.98, -0.90, -2.94)  0.1272
C (3.01, -1.31, -3.73)  0.2889
O (3.51, -0.68, -4.60)  -0.5605
O (3.36, -2.52, -3.32)  -0.0015
C (4.39, -3.25, -3.94)  -0.8695
H (2.55, 1.61, -4.14)  0.5337
H (2.50, 1.63, -2.32)  0.0011
H (1.27, 2.47, -3.31)  -0.1221
H (0.48, 0.17, -4.08)  0.3772
H (0.38, 0.19, -2.47)  -0.7610
H (5.33, -2.80, -3.66)  0.3426
H (4.26, -3.62, -4.96)  0.3259
H (4.54, -4.20, -3.41)  0.2520
C (0.21, -4.68, -3.43)  -0.2919
C (-0.28, -5.16, -4.83)  -0.6011
O (-1.62, -5.68, -4.67)  -0.2691
C (-2.51, -5.61, -5.70)  0.7839
O (-2.38, -4.83, -6.65)  -0.5933
O (-3.52, -6.45, -5.50)  -0.3112
C (-4.64, -6.47, -6.45)  -0.6657
H (1.30, -4.69, -3.36)  0.2776
H (-0.05, -5.47, -2.72)  0.1853
H (-0.26, -3.79, -3.02)  -0.0699
H (0.46, -5.89, -5.14)  0.3049
H (-0.24, -4.30, -5.50)  0.3817
H (-5.51, -5.92, -6.10)  0.2748
H (-5.02, -7.48, -6.58)  0.2649
H (-4.41, -6.08, -7.44)  0.3257
C (-5.17, 4.08, 0.75)  -1.2126
C (-4.33, 4.32, -0.52)  0.5530
O (-5.16, 3.92, -1.67)  -0.3301
C (-4.96, 4.63, -2.82)  0.8434
O (-4.08, 5.45, -3.10)  -0.5784
O (-5.94, 4.19, -3.64)  -0.3210
C (-6.00, 4.70, -4.99)  -0.7161
H (-4.56, 4.37, 1.60)  0.1484
H (-5.47, 3.04, 0.88)  0.1740
H (-6.04, 4.73, 0.75)  0.4574
H (-3.46, 3.67, -0.49)  -0.4619
H (-4.01, 5.34, -0.68)  0.6275
H (-6.73, 5.47, -5.22)  0.2854
H (-6.31, 3.79, -5.51)  0.2842
H (-5.07, 5.03, -5.47)  0.3028
C (-0.37, 2.84, -0.34)  -0.4118
C (-0.41, 1.81, 0.81)  0.3081
O (-0.35, 0.51, 0.20)  0.5834
C (0.61, -0.30, 0.60)  0.0568
O (1.55, -0.10, 1.42)  -0.6769
O (0.56, -1.41, -0.16)  0.4527
C (1.25, -2.55, 0.14)  0.0232
H (-1.32, 2.84, -0.87)  0.0915
H (0.36, 2.62, -1.12)  -0.2978
H (-0.33, 3.90, -0.06)  0.1422
H (-1.30, 2.01, 1.40)  0.2472
H (0.43, 2.03, 1.47)  -0.6167
H (1.22, -3.25, -0.69)  -0.1986
H (0.81, -2.93, 1.06)  -0.3360
H (2.30, -2.28, 0.27)  0.4386
C (-1.06, 6.36, -3.00)  0.0176
C (-1.09, 6.07, -4.54)  -0.5359
C (0.20, 6.56, -5.23)  -0.7940
S (1.55, 6.46, -3.95)  1.1023
O (2.01, 7.82, -3.60)  -0.6990
O (2.48, 5.31, -4.17)  -0.5839
C (0.39, 5.89, -2.59)  -0.1203
H (-1.76, 5.84, -2.34)  -0.2550
H (-1.25, 7.40, -2.72)  0.3062
H (-1.93, 6.55, -5.03)  0.4088
H (-1.19, 5.00, -4.73)  0.2720
H (0.09, 7.60, -5.55)  0.3522
H (0.54, 5.91, -6.04)  0.3787
H (0.88, 6.19, -1.66)  0.7008
H (0.58, 4.82, -2.69)  -0.5314
C (-2.98, -1.57, -2.39)  -0.1231
C (-2.84, -0.25, -3.13)  -0.1336
C (-4.06, 0.61, -2.66)  -0.6413
S (-4.53, 0.19, -0.92)  1.1301
O (-5.91, -0.20, -0.73)  -0.7735
O (-3.91, 1.13, -0.02)  -0.3214
C (-3.45, -1.34, -0.91)  -0.0986
H (-1.97, -1.97, -2.45)  -0.4238
H (-3.54, -2.36, -2.89)  0.4111
H (-2.76, -0.35, -4.21)  0.5783
H (-1.90, 0.21, -2.84)  -0.3758
H (-4.97, 0.35, -3.20)  0.4831
H (-4.03, 1.70, -2.62)  0.0129
H (-3.97, -2.19, -0.46)  0.7575
H (-2.54, -1.07, -0.37)  -0.5297
C (2.60, 2.25, 3.58)  0.3642
C (4.11, 2.15, 4.01)  -0.8727
C (4.24, 1.40, 5.42)  -0.5880
S (2.63, 1.71, 6.27)  1.0978
O (2.68, 2.51, 7.47)  -0.7078
O (1.87, 0.47, 6.38)  -0.5901
C (1.83, 2.69, 4.80)  -0.7096
H (2.21, 1.31, 3.19)  -0.3616
H (2.61, 3.03, 2.81)  0.4846
H (4.55, 3.15, 4.03)  0.4965
H (4.66, 1.70, 3.19)  0.2076
H (4.91, 1.87, 6.14)  0.5242
H (4.44, 0.33, 5.35)  -0.0012
H (1.96, 3.77, 4.92)  0.4389
H (0.77, 2.43, 4.78)  0.1929
C (-2.51, 0.54, 4.62)  -0.9999
C (-1.35, -0.20, 5.15)  0.3269
C (-1.58, -1.68, 4.90)  -1.0136
S (-2.46, -1.84, 3.31)  1.1349
O (-3.56, -2.79, 3.43)  -0.8609
O (-1.50, -2.09, 2.21)  -0.0680
C (-3.04, -0.04, 3.26)  0.2458
H (-2.23, 1.59, 4.53)  0.3211
H (-3.36, 0.62, 5.31)  0.3587
H (-1.20, 0.03, 6.20)  0.5703
H (-0.52, 0.21, 4.58)  -0.3501
H (-2.32, -2.05, 5.61)  0.5140
H (-0.77, -2.40, 4.86)  0.0280
H (-4.09, 0.01, 2.98)  0.5803
H (-2.40, 0.30, 2.44)  -0.6103
C (3.45, -2.27, 4.64)  -0.9024
C (2.41, -3.00, 3.87)  0.4923
C (3.17, -4.06, 3.03)  -0.2766
S (4.69, -3.32, 2.44)  1.0388
O (4.57, -2.86, 1.07)  -0.5102
O (5.83, -4.11, 2.83)  -0.7336
C (4.53, -1.87, 3.62)  -0.5175
H (3.97, -2.81, 5.43)  0.3878
H (2.98, -1.38, 5.04)  0.2178
H (1.86, -2.30, 3.25)  -0.3379
H (1.68, -3.43, 4.55)  0.4773
H (2.71, -4.38, 2.09)  -0.4397
H (3.45, -4.83, 3.74)  0.5532
H (4.11, -1.05, 3.04)  -0.0084
H (5.47, -1.50, 4.01)  0.6742

Values from the calculation:
HOMO level (spin up / spin down) ... -10.90 / -10.90 eV
Electronic energy ... -6054.7482 Eh
Multiplicity ... 2
Net charge ... +1

No. 2
This record from the OMol25 dataset describes a 8-piece molecular cluster, C48H107N5O8 overall in a non-equilibrium geometry. The level of theory is the ωB97M-V functional and the def2-TZVPD basis.

Each line ends with the Mulliken charge.
CARTESIAN COORDINATES (ANGSTROEM)
C (3.70, -1.94, 2.00)  -0.5820
O (3.24, -1.97, 0.61)  -0.5134
H (4.05, -2.93, 2.32)  0.2614
H (4.58, -1.31, 2.02)  0.4199
H (3.02, -1.47, 2.68)  0.0905
H (3.86, -1.42, 0.15)  0.2263
C (0.32, -4.97, -2.60)  -0.2504
O (-0.70, -3.96, -2.53)  -0.6790
H (0.07, -5.67, -3.41)  0.3927
H (1.26, -4.49, -2.97)  0.1230
H (0.58, -5.40, -1.61)  -0.0702
H (-0.28, -3.30, -1.98)  0.0503
C (0.05, -1.18, -0.14)  0.6108
O (0.84, -2.14, -0.75)  0.8236
H (-0.92, -1.09, -0.67)  -0.0718
H (-0.14, -1.43, 0.93)  -0.1842
H (0.52, -0.19, -0.13)  -0.7401
H (1.67, -2.12, -0.33)  -0.1314
C (-0.97, 5.22, -1.46)  -1.9432
C (-1.89, 4.10, -1.92)  1.1064
C (-1.36, 2.79, -1.39)  0.6273
C (-2.39, 1.65, -1.58)  -0.1655
C (-3.73, 2.07, -0.90)  -0.7462
C (-4.28, 3.39, -1.41)  1.8858
N (-3.22, 4.36, -1.28)  0.1509
O (-3.69, 5.61, -1.71)  -0.5482
C (-4.86, 3.31, -2.89)  -1.6928
C (-5.48, 3.77, -0.53)  -1.8164
C (-1.89, 4.05, -3.50)  -1.0638
H (-0.01, 4.94, -1.89)  0.3337
H (-0.79, 5.25, -0.38)  0.3271
H (-1.37, 6.18, -1.80)  0.4325
H (-0.44, 2.57, -1.94)  0.0277
H (-1.17, 2.86, -0.32)  -0.2818
H (-2.20, 0.64, -1.21)  -0.7259
H (-2.53, 1.58, -2.66)  0.5203
H (-3.50, 2.27, 0.16)  -0.5385
H (-4.47, 1.25, -0.93)  0.7751
H (-5.65, 2.58, -2.93)  0.4920
H (-5.24, 4.28, -3.25)  0.4444
H (-4.14, 2.97, -3.70)  0.2531
H (-6.37, 3.20, -0.85)  0.3337
H (-5.25, 3.57, 0.51)  0.3051
H (-5.70, 4.85, -0.54)  0.3974
H (-0.86, 4.01, -3.83)  0.4394
H (-2.39, 4.94, -3.95)  0.2505
H (-2.31, 3.10, -3.84)  -0.0488
H (-3.72, 5.59, -2.70)  0.4429
C (1.98, -7.48, 1.47)  -1.8300
C (1.16, -6.38, 2.16)  1.9390
C (1.72, -5.04, 1.61)  -1.5472
C (0.91, -3.90, 2.25)  1.3091
C (-0.41, -4.12, 1.57)  0.1183
C (-1.19, -5.38, 2.04)  1.8070
N (-0.25, -6.48, 1.79)  0.2160
O (-0.79, -7.72, 2.39)  -0.5274
C (-1.74, -5.26, 3.46)  -1.4922
C (-2.41, -5.67, 1.13)  -1.8404
C (1.49, -6.46, 3.69)  -1.7399
H (2.10, -7.38, 0.39)  0.3023
H (1.61, -8.51, 1.55)  0.4892
H (2.93, -7.45, 2.02)  0.4313
H (2.77, -5.01, 1.87)  0.5500
H (1.63, -4.98, 0.53)  0.0530
H (1.24, -2.89, 2.06)  -1.3585
H (0.85, -4.05, 3.35)  0.6732
H (-0.22, -4.29, 0.50)  0.0064
H (-1.16, -3.29, 1.64)  -0.6468
H (-2.76, -4.75, 3.46)  0.2517
H (-1.81, -6.27, 3.96)  0.3464
H (-1.13, -4.75, 4.20)  0.2765
H (-2.95, -6.54, 1.46)  0.4812
H (-3.13, -4.87, 1.23)  0.3301
H (-2.18, -5.69, 0.06)  0.2588
H (1.79, -7.53, 3.90)  0.3904
H (0.67, -6.09, 4.26)  0.3733
H (2.37, -5.84, 3.96)  0.2737
H (-0.49, -8.35, 1.70)  0.3918
C (-0.08, 0.07, -3.55)  -0.0922
C (1.25, -0.05, -4.31)  2.3077
C (1.60, -1.50, -4.71)  -0.7371
C (0.82, -1.94, -5.92)  -0.7332
C (1.01, -0.97, -7.09)  -1.2525
C (0.59, 0.46, -6.73)  1.7863
N (1.32, 0.85, -5.50)  -0.3016
O (0.90, 2.15, -5.00)  -0.2317
C (1.06, 1.34, -7.88)  -1.9571
C (-0.95, 0.51, -6.65)  -1.4897
C (2.35, 0.47, -3.30)  -2.2589
H (-0.72, -0.78, -3.73)  0.3856
H (-0.56, 1.05, -3.71)  -0.0405
H (0.11, 0.00, -2.49)  -0.8292
H (2.64, -1.52, -4.96)  0.6309
H (1.53, -2.19, -3.85)  -0.4557
H (-0.25, -2.03, -5.76)  0.2834
H (1.19, -2.87, -6.27)  0.5466
H (0.34, -1.33, -7.87)  0.3922
H (2.02, -0.96, -7.55)  0.3749
H (0.56, 1.01, -8.82)  0.3937
H (0.80, 2.39, -7.82)  0.4351
H (2.16, 1.28, -7.95)  0.4338
H (-1.52, -0.20, -6.05)  0.2942
H (-1.18, 1.49, -6.13)  0.1147
H (-1.41, 0.70, -7.65)  0.4272
H (2.44, -0.27, -2.50)  0.1822
H (2.05, 1.43, -2.86)  0.4697
H (3.28, 0.52, -3.82)  0.6449
H (1.48, 2.74, -5.48)  0.3222
C (0.54, -0.28, 3.96)  -1.5653
C (-0.90, 0.13, 4.19)  1.6986
C (-1.00, 1.55, 3.48)  -0.1960
C (-2.42, 2.02, 3.37)  -1.5941
C (-3.19, 0.92, 2.59)  -1.0191
C (-3.19, -0.45, 3.25)  1.8765
N (-1.77, -0.81, 3.50)  1.2284
O (-1.68, -2.02, 4.15)  -0.6556
C (-4.03, -0.58, 4.55)  -1.7925
C (-3.76, -1.36, 2.17)  -1.4227
C (-1.23, 0.33, 5.76)  -2.0369
H (0.74, -0.58, 2.94)  -0.4772
H (1.16, 0.58, 4.15)  0.8603
H (0.85, -1.09, 4.66)  0.4326
H (-0.45, 2.28, 4.05)  0.4822
H (-0.58, 1.41, 2.49)  -0.5842
H (-2.88, 2.23, 4.33)  0.4316
H (-2.53, 2.88, 2.78)  0.7094
H (-2.57, 0.80, 1.67)  -0.3992
H (-4.20, 1.25, 2.30)  0.8248
H (-3.86, 0.20, 5.30)  0.2789
H (-3.93, -1.61, 4.95)  0.3144
H (-5.06, -0.59, 4.20)  0.5118
H (-4.69, -0.91, 1.75)  0.4817
H (-3.94, -2.39, 2.50)  0.2723
H (-3.01, -1.42, 1.40)  -0.0355
H (-1.63, -0.55, 6.27)  0.3126
H (-0.33, 0.49, 6.25)  0.6338
H (-1.92, 1.16, 5.93)  0.2874
H (-1.14, -2.49, 3.50)  -0.0345
C (3.65, 1.46, 0.07)  -1.2802
C (3.05, 2.62, 0.92)  2.1822
C (2.63, 2.05, 2.28)  -0.5993
C (2.32, 3.15, 3.29)  -0.4500
C (3.49, 4.07, 3.44)  -1.7254
C (4.01, 4.70, 2.11)  1.6763
N (4.10, 3.62, 1.07)  0.2261
O (4.37, 4.22, -0.24)  -0.5159
C (3.08, 5.90, 1.76)  -1.8137
C (5.44, 5.19, 2.34)  -1.8878
C (1.79, 3.10, 0.22)  -0.2755
H (3.58, 1.72, -0.97)  0.5392
H (3.01, 0.61, 0.21)  -0.5969
H (4.65, 1.14, 0.41)  0.5985
H (1.69, 1.50, 2.23)  -1.0239
H (3.43, 1.43, 2.69)  0.8383
H (2.07, 2.76, 4.30)  0.5462
H (1.52, 3.74, 2.91)  -0.0025
H (4.32, 3.50, 3.91)  0.3472
H (3.30, 4.96, 4.05)  0.5085
H (2.05, 5.70, 1.93)  0.3471
H (3.34, 6.80, 2.28)  0.4798
H (3.28, 6.10, 0.70)  0.3661
H (6.07, 4.37, 2.66)  0.4327
H (5.88, 5.62, 1.46)  0.4255
H (5.41, 5.86, 3.22)  0.3892
H (1.37, 2.25, -0.35)  -0.7110
H (2.06, 3.79, -0.58)  0.7194
H (1.06, 3.51, 0.89)  -0.0121
H (5.33, 4.03, -0.34)  0.3648

Values from the calculation:
HOMO level ... -8.52 eV
Electronic energy ... -2768.4836 Eh
SMILES ... CC1(C)CCCC(C)(C)N1O.CC1(C)CCCC(C)(C)N1O.CC1(C)CCCC(C)(C)N1O.CC1(C)CCCC(C)(C)N1O.CC1(C)CCCC(C)(C)N1O.CO.CO.CO